The following is a quantum chemistry calculation of an isolated ion of composition H2N3O2 and charge -1 in a non-equilibrium geometry, from the Open Molecules 2025 dataset.

Structure (XYZ):
```
7
Properties=species:S:1:pos:R:3:forces:R:3:lowdin_charge:R:1
N 1.25672 -0.31630 -0.26829 0.684 0.772 0.031 -0.19
N 0.08487 -0.98889 -0.02109 -4.515 0.927 -0.262 -0.13
N -1.16339 0.10094 0.05082 4.564 -2.382 0.566 -0.48
O -2.31106 -0.33143 0.10115 0.452 0.604 -0.174 -0.11
O -0.80525 1.29490 -0.02071 -1.129 -0.214 -0.205 -0.14
H 1.88818 -0.44465 0.53207 -0.235 0.501 0.059 0.02
H 1.04993 0.68544 -0.37395 0.179 -0.208 -0.015 0.02
```
Forces are in eV/Å.

The total energy comes out at -315.8107 Eh. Its HOMO-LUMO gap (alpha / beta) is 7.01 / 7.00 eV. Its structure (SMILES) is NN=[N+]([O-])[O-]. The largest force on an atom is 0.1007 Eh/bohr. The total charge is -1. The highest occupied orbital energy (alpha / beta) is -1.94 / -1.94 eV.